The following is a quantum chemistry calculation of the molecule C3H5NO3 in a non-equilibrium geometry, from OMol25.

The geometry in XYZ format:
```
12
C3H5NO3 | OMol25 | ωB97M-V/def2-TZVPD
O -1.55496 -0.55889 1.15390
C -0.24352 0.08721 1.20955
C 0.41096 0.10933 -0.15673
N 0.70040 1.50346 -0.99868
O 1.05582 0.55648 -2.02722
C 0.77627 -0.49065 -1.26068
O 1.08375 -1.73118 -1.52819
H -1.49450 -1.18784 0.42588
H 0.50948 -0.23649 1.91582
H -0.28440 1.15222 1.60334
H -0.24385 1.82967 -1.17457
H 1.50504 -1.67355 -2.38882
```

Properties
Kohn-Sham gap (Ha): 0.3426
ΔE to the lowest compared entry with this formula, charge and spin (kcal/mol): 133.4
Charge: 0
SMILES: OCc1[nH]oc1O